The following is a quantum chemistry calculation of 10 unconnected molecules or ions with the total composition C74H70BN11O22S2, from OMol25.

Last column: Mulliken charge in e.
Element x y z (Å)
C (3.93891, -3.05450, 3.75474)  -1.012
N (3.44165, -1.76990, 3.22080)  0.234
C (2.01883, -1.64567, 3.59901)  -1.297
B (4.25257, -0.64306, 3.55851)  0.459
O (5.62931, -0.77454, 3.71765)  -0.677
C (3.57859, 0.78302, 3.65875)  0.416
C (3.49938, 1.51573, 4.85816)  -1.060
C (2.85772, 2.75898, 4.90849)  -1.158
C (2.26884, 3.27031, 3.74629)  0.807
C (2.35397, 2.56046, 2.54263)  0.975
C (3.00924, 1.33107, 2.49478)  -0.414
C (1.69399, 3.14138, 1.35135)  -0.241
O (2.05118, 2.89521, 0.22404)  -0.685
C (0.51794, 3.98972, 1.63479)  -0.528
C (0.39619, 4.66045, 2.78865)  0.603
C (-0.77390, 5.49795, 3.20070)  -0.746
C (-2.10453, 5.14580, 2.53844)  -0.915
C (-2.44732, 3.64917, 2.52538)  -0.404
S (-3.98109, 3.30348, 3.43329)  -0.135
C (-4.47071, 1.80417, 2.57261)  0.486
S (-5.65613, 1.92946, 1.45689)  -0.293
N (-3.79299, 0.62828, 2.83592)  0.116
C (-2.88144, 0.61147, 3.98301)  -0.482
C (-3.62283, 0.58151, 5.32738)  -0.342
O (-5.00530, 0.33847, 5.17059)  -0.482
C (-5.21496, -0.76903, 4.32835)  -0.244
C (-4.63223, -0.56896, 2.90871)  -1.053
C (1.53281, 4.56086, 3.75884)  -0.546
O (1.83310, 5.47190, 4.48430)  -0.586
H (3.74326, -3.14310, 4.82801)  0.312
H (4.99010, -3.18342, 3.51958)  0.492
H (3.37938, -3.83342, 3.24154)  0.287
H (1.52274, -2.59358, 3.38642)  0.385
H (1.51276, -0.88989, 3.00632)  0.187
H (1.88617, -1.44575, 4.66409)  0.614
H (5.89597, -1.09144, 4.58397)  0.316
H (3.93918, 1.12209, 5.76652)  0.417
H (2.80670, 3.31370, 5.83482)  0.510
H (3.04631, 0.78875, 1.55887)  0.605
H (-0.26266, 4.01363, 0.88498)  0.669
H (-0.53016, 6.53755, 2.96359)  0.410
H (-0.84776, 5.46564, 4.28788)  0.392
H (-2.15337, 5.56047, 1.53195)  0.389
H (-2.86789, 5.66382, 3.11720)  0.569
H (-1.62174, 3.03626, 2.88154)  0.115
H (-2.62947, 3.32722, 1.49886)  0.321
H (-2.16112, 1.41960, 3.94778)  -0.103
H (-2.28997, -0.30153, 3.88665)  0.396
H (-3.52851, 1.53092, 5.84625)  0.398
H (-3.16822, -0.18262, 5.96405)  0.208
H (-6.27934, -0.98142, 4.26867)  0.379
H (-4.75267, -1.65338, 4.78802)  0.262
H (-4.01261, -1.43492, 2.66914)  0.419
H (-5.41397, -0.53989, 2.16088)  0.370
O (1.78479, -2.65895, -5.23287)  -0.665
N (1.40510, -1.50682, -5.14597)  1.153
O (0.84098, -0.89981, -6.03398)  -0.665
C (1.64135, -0.80119, -3.87519)  -0.139
C (2.31293, -1.45963, -2.86010)  -0.478
C (2.54040, -0.78570, -1.66975)  -0.893
C (2.09991, 0.52428, -1.50976)  0.016
C (1.42294, 1.15872, -2.54164)  -0.527
C (1.18951, 0.49887, -3.73676)  -0.795
H (2.64907, -2.47689, -2.99736)  1.090
H (3.06244, -1.28642, -0.86488)  0.616
H (2.26288, 1.06109, -0.58688)  0.218
H (1.07602, 2.17492, -2.41187)  0.629
H (0.66051, 0.99233, -4.53941)  0.626
O (3.51007, -5.78120, -0.41545)  -0.613
N (3.96551, -5.74789, 0.71060)  1.059
O (3.40054, -5.25131, 1.66323)  -0.670
C (5.30708, -6.32308, 0.92354)  0.159
C (5.98025, -6.82562, -0.17379)  -0.459
C (7.25049, -7.34828, 0.00476)  -0.560
C (7.81731, -7.36519, 1.27268)  -0.411
C (7.11848, -6.86106, 2.36312)  -0.529
C (5.84978, -6.33060, 2.19412)  -0.346
H (5.52301, -6.79718, -1.15048)  0.667
H (7.79493, -7.73573, -0.84470)  0.404
H (8.81088, -7.76973, 1.41254)  0.379
H (7.56465, -6.87765, 3.34778)  0.379
H (5.29544, -5.93294, 3.03154)  0.457
O (0.08770, -0.99947, 6.79745)  -0.593
N (-0.78856, -0.73252, 7.59777)  1.078
O (-1.44591, 0.28792, 7.58384)  -0.597
C (-1.08203, -1.71926, 8.64993)  0.200
C (-0.33221, -2.87939, 8.70542)  -0.342
C (-0.60510, -3.79621, 9.70740)  -0.478
C (-1.61468, -3.54354, 10.62726)  -0.445
C (-2.35960, -2.37433, 10.54679)  -0.459
C (-2.09510, -1.44840, 9.55071)  -0.473
H (0.44780, -3.06197, 7.98198)  0.515
H (-0.02790, -4.70813, 9.77048)  0.370
H (-1.82155, -4.26089, 11.41011)  0.380
H (-3.14715, -2.18094, 11.26159)  0.378
H (-2.66460, -0.53432, 9.47568)  0.464
O (-4.08105, 6.18723, 7.15037)  -0.604
N (-3.77799, 6.69901, 6.09597)  0.994
O (-3.24839, 6.11303, 5.16894)  -0.553
C (-4.06573, 8.13182, 5.91524)  0.127
C (-4.63596, 8.83251, 6.96107)  -0.518
C (-4.88939, 10.18405, 6.79224)  -0.413
C (-4.57522, 10.80784, 5.59200)  -0.463
C (-4.00942, 10.08155, 4.55230)  -0.565
C (-3.74912, 8.73014, 4.71001)  -0.065
H (-4.87539, 8.33315, 7.88758)  0.463
H (-5.33127, 10.75065, 7.59996)  0.375
H (-4.77153, 11.86421, 5.46646)  0.384
H (-3.76817, 10.56791, 3.61743)  0.390
H (-3.30835, 8.15363, 3.91072)  0.408
O (0.39372, -8.57615, -6.14537)  -0.625
N (0.80341, -8.31141, -5.03232)  1.090
O (1.10952, -9.14045, -4.19857)  -0.637
C (0.93261, -6.89058, -4.66891)  -0.047
C (0.56982, -5.93085, -5.59642)  -0.384
C (0.67442, -4.59524, -5.24326)  -0.368
C (1.13363, -4.24224, -3.98050)  -0.860
C (1.49787, -5.22306, -3.06589)  -1.074
C (1.40089, -6.56202, -3.40946)  -0.426
H (0.21295, -6.22136, -6.57292)  0.502
H (0.39374, -3.82914, -5.95286)  0.415
H (1.20769, -3.19749, -3.70825)  1.055
H (1.85779, -4.94895, -2.08440)  0.668
H (1.67944, -7.33397, -2.70793)  0.544
O (6.20334, -6.97600, -4.52477)  -0.634
N (5.84391, -6.12797, -5.31933)  1.106
O (6.09575, -4.94542, -5.22127)  -0.621
C (5.04017, -6.56300, -6.47289)  0.062
C (4.70843, -7.90058, -6.59009)  -0.339
C (3.93487, -8.29836, -7.66754)  -0.438
C (3.50963, -7.36343, -8.60254)  -0.482
C (3.86069, -6.02678, -8.46713)  -0.447
C (4.63352, -5.61549, -7.39286)  -0.341
H (5.04393, -8.61512, -5.85353)  0.468
H (3.65742, -9.33727, -7.77267)  0.406
H (2.89856, -7.67841, -9.43779)  0.392
H (3.52941, -5.30056, -9.19669)  0.400
H (4.91096, -4.57919, -7.27108)  0.466
O (-0.82156, 5.65118, -4.09988)  -0.617
N (0.01062, 4.81776, -4.39125)  1.080
O (-0.16123, 3.61559, -4.31525)  -0.543
C (1.32344, 5.28388, -4.86396)  0.101
C (1.56277, 6.64365, -4.93234)  -0.448
C (2.80734, 7.07468, -5.36088)  -0.460
C (3.78205, 6.14994, -5.71305)  -0.460
C (3.51590, 4.78888, -5.64257)  -0.655
C (2.27592, 4.34461, -5.21391)  -0.094
H (0.79461, 7.34973, -4.65586)  0.465
H (3.01670, 8.13376, -5.41792)  0.372
H (4.75394, 6.49177, -6.04303)  0.389
H (4.27491, 4.07058, -5.91912)  0.398
H (2.05636, 3.28927, -5.15195)  0.421
O (-4.73990, -0.49755, -2.60812)  -0.647
N (-5.36935, 0.43641, -2.13852)  1.226
O (-6.44395, 0.32643, -1.58898)  -0.635
C (-4.79496, 1.78431, -2.27503)  -0.520
C (-3.59342, 1.93713, -2.94196)  -0.149
C (-3.06948, 3.21093, -3.10111)  -0.004
C (-3.75102, 4.30175, -2.57999)  -0.744
C (-4.95239, 4.12660, -1.90030)  -0.504
C (-5.48725, 2.85930, -1.74536)  -0.472
H (-3.06895, 1.08132, -3.33982)  0.880
H (-2.13690, 3.34247, -3.63432)  0.140
H (-3.34132, 5.29527, -2.70982)  0.483
H (-5.47840, 4.97995, -1.49406)  0.416
H (-6.42040, 2.70893, -1.22541)  0.654
O (-3.37778, 2.40224, -5.94559)  -0.545
N (-3.65459, 1.96362, -7.04492)  1.010
O (-3.33895, 2.48465, -8.09549)  -0.630
C (-4.43021, 0.71189, -7.10615)  -0.109
C (-4.82445, 0.11538, -5.92411)  0.119
C (-5.56429, -1.05427, -5.98151)  -0.394
C (-5.89484, -1.60527, -7.21256)  -0.477
C (-5.48215, -0.99203, -8.38942)  -0.428
C (-4.74228, 0.17841, -8.34276)  -0.538
H (-4.55964, 0.55108, -4.97417)  0.201
H (-5.87909, -1.52939, -5.06242)  0.448
H (-6.47628, -2.51674, -7.25562)  0.393
H (-5.73783, -1.42519, -9.34660)  0.375
H (-4.41492, 0.66648, -9.24808)  0.473

Forces on the atoms, in the same order (eV/Å):
-0.452 -0.048 -0.987
0.114 0.351 1.938
-0.089 -0.422 -0.626
-0.123 -0.087 -0.569
-0.107 0.178 0.305
-0.126 0.395 -0.268
-0.179 0.292 -0.581
0.099 -0.350 -0.596
0.371 -0.530 0.315
0.306 -0.222 0.522
-0.045 0.399 0.592
-0.273 0.062 0.308
0.058 0.029 -0.426
-0.282 0.294 0.367
0.067 -0.298 -0.294
0.190 0.142 -0.204
-0.128 0.069 0.387
0.042 -0.077 -0.597
0.156 0.033 0.116
0.223 -0.191 -0.442
-0.203 -0.066 0.090
-0.810 0.852 1.161
0.452 -0.515 -0.141
0.034 0.144 0.310
-0.153 0.198 -0.374
0.176 -0.394 0.165
0.293 -0.722 -0.443
0.061 -0.324 -0.391
-0.071 0.425 0.546
0.163 0.054 0.083
0.108 0.026 0.121
0.166 -0.120 0.256
-0.026 -0.028 -0.054
0.039 0.172 0.097
-0.025 0.132 0.031
0.172 -0.146 -0.086
0.011 -0.040 0.000
-0.052 0.079 -0.019
0.042 0.003 -0.040
0.099 0.105 -0.197
0.003 0.076 0.110
-0.106 -0.085 0.048
0.058 -0.128 -0.113
0.005 0.063 -0.242
-0.003 0.056 0.224
-0.052 -0.029 -0.024
-0.126 0.158 -0.033
-0.037 -0.068 -0.127
-0.081 0.072 -0.023
-0.103 -0.135 0.021
-0.106 0.284 0.085
0.069 -0.026 -0.006
0.116 0.039 -0.066
-0.011 0.286 -0.065
2.457 3.698 -2.201
0.396 0.680 -0.047
-0.286 -0.027 -0.157
0.012 -0.023 -0.043
0.205 0.039 0.132
-0.060 0.101 0.019
-0.004 -0.359 -0.026
-0.001 0.035 -0.038
-0.127 0.219 -0.019
0.245 0.178 0.048
0.006 -0.018 -0.003
0.089 -0.120 -0.129
-0.011 0.003 -0.012
-0.004 -0.085 -0.057
-0.005 -0.032 0.071
0.080 0.072 -0.185
-0.051 -0.214 -0.017
-0.033 -0.039 -0.106
0.052 -0.022 -0.167
0.004 0.017 0.149
-0.021 0.016 -0.006
0.027 -0.018 -0.064
0.013 0.016 0.153
-0.042 0.019 -0.033
-0.009 -0.001 -0.018
0.004 -0.010 0.005
-0.001 0.000 0.013
-0.055 0.020 -0.053
0.000 0.003 -0.002
-0.010 0.008 -0.052
0.099 0.020 0.030
0.007 -0.028 0.053
0.082 -0.108 -0.002
-0.057 0.027 0.039
0.006 0.019 -0.020
0.049 -0.060 -0.009
-0.103 0.046 0.080
-0.008 0.072 -0.036
0.005 -0.009 -0.006
-0.006 -0.008 0.000
-0.010 0.007 0.002
0.044 0.028 -0.060
0.000 -0.006 0.033
-0.010 -0.056 -0.053
-0.014 0.064 0.232
-0.009 0.060 -0.001
-0.054 0.057 0.112
0.022 0.022 -0.069
0.005 -0.026 0.004
-0.029 0.026 0.066
0.039 0.043 -0.120
0.033 -0.073 -0.023
-0.007 -0.001 0.010
-0.008 0.006 -0.004
0.003 -0.002 -0.012
0.003 -0.066 0.042
0.005 -0.056 -0.093
0.042 0.111 0.065
0.035 -0.072 0.004
0.092 -0.098 0.100
-0.019 0.217 -0.021
-0.890 -1.114 -0.178
-0.936 -1.283 1.582
-0.096 0.045 -0.213
0.117 -0.116 0.072
-0.015 -0.068 0.020
-0.274 -0.555 0.043
-0.824 -1.522 0.853
-0.012 -0.015 0.055
-0.016 -0.068 -0.050
-0.003 -0.028 0.003
-0.015 0.003 0.090
0.041 0.055 0.009
-0.047 -0.037 -0.022
-0.017 -0.118 0.029
-0.040 0.062 -0.037
0.005 0.016 0.023
-0.013 -0.066 0.007
-0.056 0.111 -0.092
0.021 0.063 0.048
-0.019 -0.026 0.009
-0.005 -0.004 -0.003
-0.004 0.008 0.007
0.017 -0.022 0.075
-0.005 -0.011 0.024
0.076 -0.005 -0.051
0.146 -0.004 -0.034
0.050 0.024 -0.015
0.006 0.132 0.001
0.046 -0.060 -0.017
-0.026 -0.006 0.008
0.001 0.075 0.003
0.079 -0.098 -0.018
-0.055 -0.058 0.024
-0.005 0.010 -0.002
0.004 0.002 -0.009
0.002 -0.012 0.000
-0.065 0.013 0.030
0.004 0.003 0.005
-0.022 -0.017 -0.060
-0.014 0.001 0.005
0.025 0.035 0.019
0.144 0.009 0.024
-0.046 -0.011 0.121
-0.017 -0.002 0.044
0.079 0.010 -0.066
-0.087 0.093 -0.010
-0.057 -0.060 0.040
-0.245 -0.009 0.103
0.013 0.002 -0.013
-0.005 -0.003 0.018
-0.004 -0.068 -0.032
0.018 -0.027 -0.138
0.031 -0.001 -0.005
0.006 0.015 -0.009
-0.038 -0.034 -0.001
-0.023 -0.027 0.115
-0.033 -0.041 -0.069
0.020 0.031 -0.006
-0.016 -0.021 0.079
-0.027 -0.042 -0.136
0.028 0.050 -0.020
0.022 0.008 0.021
0.004 -0.009 -0.002
0.002 0.000 -0.011
0.033 0.063 0.037

Properties
HOMO level ... -7.694 eV
Spin multiplicity ... 1
Kohn-Sham gap ... 6.84 eV
SMILES string ... CN(C)B(O)c1ccc2c(c1)C(=O)C=C(CCCSC(=S)N1CCOCC1)C2=O.O=[N+]([O-])c1ccccc1.O=[N+]([O-])c1ccccc1.O=[N+]([O-])c1ccccc1.O=[N+]([O-])c1ccccc1.O=[N+]([O-])c1ccccc1.O=[N+]([O-])c1ccccc1.O=[N+]([O-])c1ccccc1.O=[N+]([O-])c1ccccc1.O=[N+]([O-])c1ccccc1
Total energy ... -5939.8442 hartree
Total charge ... 0